Computed, not measured: 3 unconnected molecules or ions with the total composition C13H32NO3, with ωB97M-V/def2-TZVPD.

Last column: natural (NBO) charge in e.
Geometry (Å):
1 C -1.372 1.649 4.661  -0.250
2 O -1.367 0.256 4.860  -0.538
3 C -0.736 -0.402 3.788  -0.054
4 C 0.818 -0.421 3.904  -0.445
5 C 1.264 -1.528 4.893  -0.406
6 C 1.965 -0.979 6.170  -0.205
7 N 1.614 0.412 6.443  -1.157
8 H -1.915 2.125 5.483  0.177
9 H -1.831 1.893 3.685  0.134
10 H -0.325 1.996 4.681  0.198
11 H -1.030 -0.019 2.792  0.143
12 H -1.087 -1.444 3.835  0.160
13 H 1.185 -0.713 2.902  0.168
14 H 1.238 0.561 4.140  0.256
15 H 0.443 -2.193 5.198  0.176
16 H 1.997 -2.172 4.369  0.169
17 H 1.647 -1.637 7.025  0.104
18 H 3.082 -1.077 6.098  0.097
19 H 2.175 0.650 7.262  0.274
20 C -2.614 -0.832 -1.973  -0.646
21 C -1.156 -0.852 -1.550  -0.062
22 O -0.953 -1.345 -0.241  -0.526
23 C -1.348 -2.685 -0.011  -0.066
24 C -0.589 -3.692 -0.858  -0.644
25 H -3.223 -0.323 -1.223  0.215
26 H -2.725 -0.318 -2.929  0.214
27 H -3.013 -1.842 -2.089  0.197
28 H -0.777 0.171 -1.551  0.188
29 H -0.545 -1.413 -2.268  0.152
30 H -2.430 -2.793 -0.144  0.155
31 H -1.143 -2.881 1.042  0.200
32 H -0.845 -3.602 -1.916  0.194
33 H -0.828 -4.709 -0.544  0.212
34 H 0.487 -3.537 -0.766  0.215
35 C 2.037 1.092 -4.033  -0.646
36 C 1.000 0.958 -5.134  -0.063
37 O -0.180 1.702 -4.891  -0.536
38 C -0.017 3.104 -4.794  -0.065
39 C 0.514 3.743 -6.065  -0.644
40 H 1.591 0.886 -3.059  0.222
41 H 2.861 0.396 -4.198  0.215
42 H 2.456 2.100 -3.996  0.201
43 H 0.690 -0.086 -5.201  0.186
44 H 1.425 1.222 -6.109  0.155
45 H 0.613 3.358 -3.935  0.164
46 H -1.009 3.505 -4.581  0.186
47 H 1.548 3.451 -6.261  0.201
48 H 0.487 4.831 -5.984  0.214
49 H -0.082 3.437 -6.927  0.210

Forces on the atoms, in the same order (eV/Å):
0.74 -0.12 0.08
-0.78 0.16 -0.45
1.04 -0.44 -0.01
-0.90 -1.13 -0.60
1.07 0.40 0.18
-0.16 0.96 0.83
0.03 -0.37 -0.29
0.03 -0.14 -0.14
0.00 0.09 0.24
-0.30 0.22 0.02
-0.18 0.29 0.32
0.05 0.17 -0.05
-0.13 0.20 0.15
-0.09 -0.24 0.38
-0.07 0.38 -0.23
-0.28 0.04 0.16
0.31 -0.19 -0.39
-0.29 -0.48 -0.25
-0.08 0.17 0.02
-0.10 -0.20 -0.04
-0.05 0.07 0.00
0.07 0.10 0.10
0.07 -0.05 0.07
-0.04 0.05 -0.24
0.06 0.05 -0.01
0.03 0.01 0.02
0.00 0.02 -0.05
0.07 -0.04 0.14
-0.06 -0.03 -0.07
-0.01 -0.05 -0.07
0.03 0.18 0.01
-0.02 -0.06 0.02
0.01 0.02 0.02
-0.02 -0.02 0.09
0.03 0.22 0.02
0.11 -0.10 0.09
-0.19 -0.11 -0.03
-0.03 0.10 -0.01
0.19 -0.09 -0.06
0.00 -0.08 -0.03
-0.03 -0.01 0.00
0.06 -0.04 -0.01
-0.16 0.06 -0.01
0.05 0.04 0.01
0.05 0.03 -0.03
-0.03 -0.14 0.02
0.00 0.07 0.01
-0.02 -0.01 0.01
-0.06 0.04 0.04

Calculated values
* electronic energy: -794.85865 Eh
* LUMO: 0.08248 Eh
* orbital gap: 3.05 eV
* charge: -1
* max |F|: 1.570 eV Å⁻¹